11
Properties=species:S:1:pos:R:3:forces:R:3:nbo_charge:R:1 method="wB97M-V/def2-TZVPD" total_charge=0 smiles="C=C/C=C/O" multiplicity=1 e_lumo_ev=0.98 homo_lumo_gap_ev=10.254
C 0.7513 -1.4751 -1.3013 0.161 0.236 -1.272 -0.384
C -0.1612 -0.8301 -0.6057 -2.684 -0.877 0.730 -0.195
C -0.2704 0.5114 -0.0225 1.106 0.978 -0.771 -0.329
C 0.0777 0.8230 1.2131 -0.764 -0.095 0.615 0.147
O -0.1439 2.0383 1.8568 0.447 -0.708 -0.180 -0.704
H 0.5255 -2.3969 -1.8370 -0.080 -0.039 0.590 0.203
H 1.6627 -1.0102 -1.6609 0.197 0.117 0.531 0.196
H -1.1977 -1.2809 -0.4399 1.497 -0.202 -0.504 0.194
H -0.6402 1.2539 -0.7382 -0.112 0.041 0.460 0.215
H 0.4294 0.0171 1.8629 0.250 0.523 0.040 0.175
H -1.0331 2.3495 1.6727 -0.018 0.027 -0.238 0.482

18
Properties=species:S:1:pos:R:3:forces:R:3:nbo_charge:R:1 method="wB97M-V/def2-TZVPD" total_charge=0 multiplicity=1 e_lumo_ev=0.83 homo_lumo_gap_ev=8.754
C 1.1798 0.2374 -1.2503 -2.042 0.253 -1.602 -0.669
C 1.4043 -0.0142 0.1651 -0.007 -0.157 2.955 0.162
N 1.7680 1.1424 0.8484 0.241 -0.620 1.500 -0.814
C 1.1559 -1.0538 0.9926 -0.257 -1.388 -2.390 -0.282
Cl 0.4318 -2.6050 0.4833 0.372 0.683 -0.256 -0.080
H 2.1399 0.4654 -1.8007 -1.246 -0.336 0.458 0.241
H 0.4595 1.1151 -1.2505 1.199 -0.437 -0.314 0.228
H 0.5075 -0.5283 -1.7342 1.385 0.303 0.342 0.238
H 2.0650 1.9542 0.4012 0.564 1.060 -1.117 0.379
H 2.1040 1.0747 1.8061 -0.267 -0.131 -0.503 0.384
H 1.5150 -1.2229 1.9715 0.140 0.698 0.917 0.211
C -1.9224 0.8650 0.4610 -0.905 -1.479 -2.117 -0.203
N -2.2659 -0.3738 0.5570 1.210 2.043 -0.824 -0.182
N -2.4683 -1.0017 -0.5913 -1.133 -1.222 -1.816 -0.636
H -1.8624 1.5399 -0.4354 0.000 -1.143 0.533 0.151
H -1.7587 1.2465 1.3707 0.642 2.032 3.140 0.173
H -2.4563 -1.9746 -0.5207 -0.343 -1.678 0.926 0.358
H -1.9967 -0.8663 -1.4740 0.448 1.518 0.167 0.342

100
Properties=species:S:1:pos:R:3:forces:R:3:lowdin_spin:R:1 method="wB97M-V/def2-TZVPD" total_charge=-1 multiplicity=4 s_squared=3.994 e_lumo_ev="2.45 / 2.43" homo_lumo_gap_ev="3.289 / 5.075"
Cr 0.6431 -0.8366 -0.4433 -1.343 0.659 -0.392 2.121
N -3.2856 -1.5294 0.4208 0.815 1.106 -0.797 0.195
N -0.9295 -1.9507 -1.4897 1.296 0.562 -0.810 0.016
C 2.2895 0.5652 -0.7110 -0.406 0.008 0.600 0.006
C 2.7612 -0.6285 -0.0671 -0.706 0.202 0.314 -0.026
C 2.0422 -0.7889 1.1694 -0.309 1.042 -0.271 0.038
C 2.3134 -1.8745 2.1479 -0.092 -0.277 0.214 0.014
H 2.6578 -2.7801 1.6333 -0.100 0.084 0.118 0.001
H 1.4229 -2.1385 2.7283 0.079 0.034 -0.049 0.001
H 3.1015 -1.5878 2.8523 -0.036 -0.052 0.010 0.003
C 1.0871 0.3037 1.2791 1.501 0.604 -0.450 0.018
C 0.2143 0.6152 2.4496 -0.406 -0.290 -0.190 0.006
H 0.6225 1.4311 3.0667 0.033 -0.210 -0.136 0.001
H 0.1037 -0.2623 3.1018 -0.044 0.397 -0.444 0.000
H -0.7953 0.9153 2.1312 0.197 -0.162 0.121 0.001
C 1.2553 1.1433 0.1055 1.159 -0.797 0.733 0.011
C 0.5693 2.4329 -0.1996 -0.396 0.065 -0.214 0.003
H -0.2281 2.6357 0.5222 0.045 -0.043 -0.156 0.000
H 0.1318 2.4196 -1.2103 0.013 0.021 0.263 0.000
H 1.2676 3.2800 -0.1726 -0.003 -0.160 0.078 0.000
C 3.8611 -1.5002 -0.5593 0.119 -0.249 -0.107 -0.008
H 4.8276 -1.1940 -0.1346 -0.037 -0.162 -0.119 -0.005
H 3.9283 -1.4514 -1.6515 0.119 -0.033 0.162 0.000
H 3.6708 -2.5485 -0.3002 0.191 0.167 0.003 -0.001
C 2.8407 1.1249 -1.9743 -0.125 0.126 -0.389 0.007
H 2.0390 1.5193 -2.6104 0.147 0.071 0.038 0.001
H 3.3560 0.3478 -2.5496 -0.042 0.152 0.034 0.000
H 3.5636 1.9301 -1.7852 -0.074 -0.044 -0.067 0.000
C -4.0713 -1.1356 1.4915 -0.035 -1.513 0.521 0.046
H -5.0195 -0.6233 1.2591 0.505 -0.177 -0.016 0.005
C -3.9990 -1.9743 2.7943 -1.337 0.996 -0.523 0.047
H -4.8788 -1.9484 3.4563 0.412 -0.279 -0.138 0.002
C -3.1263 -3.1129 2.7619 0.239 -0.556 0.152 0.180
H -3.2001 -3.8455 3.5520 0.002 -0.198 -0.024 0.018
C -2.1776 -3.1823 1.7730 0.369 0.813 0.028 0.047
H -1.4099 -3.9516 1.7827 0.025 -0.020 0.089 0.002
C -2.1666 -2.2347 0.7032 0.319 -0.440 0.182 0.162
C -0.8635 -2.1520 -0.0637 -1.798 -0.684 1.298 -0.017
H -0.2150 -2.9555 0.2939 0.009 -0.548 -0.631 0.011
C -0.8086 -0.5957 -1.8674 2.490 -3.147 0.751 0.019
C -0.5222 -2.7544 -2.5617 -0.219 0.254 -0.685 0.002
H -0.4791 -3.8288 -2.5117 -0.008 0.030 0.081 0.001
C -0.3392 -1.9379 -3.6320 -0.670 -0.385 0.070 0.001
H -0.1320 -2.1890 -4.6609 -0.061 -0.013 0.223 0.000
N -0.6172 -0.6340 -3.2316 0.088 -0.596 -0.207 0.001
C -0.7304 0.5645 -3.9566 0.922 0.838 -0.087 0.000
C 0.1532 0.9431 -4.9791 -0.511 0.320 0.414 -0.001
C 0.0806 2.2659 -5.4442 -0.276 0.057 0.109 0.001
H 0.7506 2.5739 -6.2519 -0.145 -0.039 0.254 0.000
C -0.8088 3.1944 -4.8896 0.091 -0.394 0.038 -0.001
C -0.8451 4.6291 -5.3155 -0.022 0.314 -0.165 0.000
H -0.6431 5.2928 -4.4642 0.012 -0.123 -0.176 0.000
H -1.8383 4.8964 -5.6969 0.163 -0.007 -0.004 0.000
H -0.1080 4.8347 -6.0941 -0.049 0.039 0.023 0.000
C -1.6827 2.7841 -3.8837 0.277 -0.487 -0.030 0.001
H -2.4028 3.4906 -3.4640 0.224 -0.193 -0.047 0.000
C -1.6413 1.4773 -3.3954 -0.202 0.338 -0.515 -0.001
C -2.4818 0.9994 -2.2919 -1.089 0.096 0.802 -0.003
H -3.2389 0.2720 -2.6140 0.164 0.048 0.026 0.000
H -2.9847 1.8052 -1.7630 -0.033 0.131 0.087 0.000
H -1.7341 0.3220 -1.5412 -1.866 2.000 -0.643 0.000
C 1.1946 0.0159 -5.5258 0.331 -0.059 -0.346 0.000
H 0.7508 -0.8761 -5.9878 0.198 0.216 0.082 0.000
H 1.9197 -0.3104 -4.7637 -0.327 0.029 -0.089 0.000
H 1.7584 0.5478 -6.3018 -0.054 -0.189 0.105 0.000
O -3.4237 -0.6616 2.6661 0.347 0.761 0.335 0.059
P -0.0021 -0.2083 5.6604 -0.424 0.380 -0.264 0.001
C -1.4379 -1.2858 6.0168 -0.211 -0.255 -0.082 0.003
C -2.7027 -0.6792 6.1595 0.301 -0.296 0.136 0.001
C -3.8210 -1.4515 6.4604 0.176 -0.091 -0.113 0.000
C -3.7007 -2.8408 6.5637 0.148 0.071 0.057 0.001
C -2.4694 -3.4572 6.3286 -0.158 0.174 -0.096 0.001
C -1.3482 -2.6894 6.0143 -0.213 0.356 0.257 0.002
C 1.4537 -1.1502 6.2131 0.681 0.061 0.381 0.000
C 1.4487 -2.0653 7.2742 0.559 -0.175 -0.139 0.000
C 2.6171 -2.7603 7.6072 0.050 0.143 -0.124 0.000
C 3.8077 -2.5083 6.9150 -0.123 0.170 -0.189 0.000
C 3.8365 -1.5441 5.8953 -0.028 -0.068 0.320 0.000
C 2.6714 -0.8539 5.5582 -0.319 -0.401 0.299 0.000
C -0.1066 1.0744 6.9758 0.155 -0.037 0.329 0.000
C -0.7143 0.8373 8.2183 0.249 0.550 0.015 0.000
C -0.6663 1.8240 9.2083 0.007 -0.089 -0.230 0.000
C -0.0182 3.0377 8.9658 0.011 -0.146 -0.202 0.000
C 0.5788 3.2765 7.7227 -0.047 -0.115 0.122 0.000
C 0.5399 2.3039 6.7251 -0.397 -0.461 0.350 0.000
H -2.7974 0.4028 6.0434 0.018 -0.307 0.116 0.001
H -4.7853 -0.9635 6.6136 0.246 -0.189 -0.114 0.000
H -4.5742 -3.4422 6.8119 0.190 0.105 -0.063 0.000
H -2.3788 -4.5429 6.3869 -0.068 0.279 -0.100 0.000
H -0.4002 -3.1806 5.7888 -0.281 0.149 0.134 0.000
H 0.5378 -2.2533 7.8411 0.160 0.042 -0.211 0.000
H 2.5970 -3.5056 8.4085 0.028 0.301 -0.253 0.000
H 4.7209 -3.0545 7.1718 -0.355 0.181 -0.091 0.000
H 4.7717 -1.3275 5.3670 -0.370 -0.098 0.224 0.000
H 2.6933 -0.0814 4.7840 -0.083 -0.351 0.146 0.000
H -1.2259 -0.1093 8.4126 0.199 0.319 -0.095 0.000
H -1.1401 1.6321 10.1702 0.120 0.105 -0.153 0.000
H 0.0218 3.7982 9.7455 -0.021 -0.160 -0.195 0.000
H 1.0801 4.2232 7.5295 -0.105 -0.154 0.070 0.000
H 1.0034 2.4787 5.7498 -0.172 -0.050 0.319 0.000

126
Properties=species:S:1:pos:R:3:forces:R:3:mulliken_charge:R:1 method="wB97M-V/def2-TZVPD" total_charge=0 multiplicity=1 e_lumo_ev=-0.53 homo_lumo_gap_ev=8.790
C -1.3060 3.0138 -6.4813 -0.168 -0.628 -0.656 -0.315
Br -2.8277 3.8917 -7.3734 0.897 -0.223 0.448 -0.015
Br 0.4438 3.8584 -6.8909 -1.276 -0.677 0.235 0.000
Br -1.3927 1.0490 -6.9515 0.358 1.417 0.337 -0.025
H -1.4832 3.0552 -5.4066 0.194 0.107 -0.352 0.354
C -0.5446 -1.5477 -0.5898 1.034 -0.301 0.446 -0.310
Br 0.0441 -1.7471 1.2812 -0.373 -0.051 -0.575 -0.025
Br -0.8434 -3.3306 -1.3968 -0.007 1.242 0.396 0.003
Br 0.8708 -0.5436 -1.5198 -0.770 -0.435 0.101 -0.008
H -1.4372 -0.9241 -0.5406 0.110 -0.447 -0.373 0.339
C 3.1705 -8.7875 -2.4341 0.430 -0.038 0.734 -0.314
Br 3.1868 -8.9761 -0.4576 -0.030 0.233 -0.908 -0.021
Br 3.8557 -10.4660 -3.1944 -0.375 0.972 0.095 -0.009
Br 4.1648 -7.1832 -2.9905 -0.401 -0.896 0.187 -0.003
H 2.1282 -8.6200 -2.7055 0.367 -0.270 -0.105 0.347
C 8.2854 9.6747 -2.5703 -0.778 0.343 -0.407 -1.236
C 6.7790 9.4822 -2.1984 1.380 -1.068 0.091 -0.329
C 6.5767 8.5292 -0.9920 -0.632 0.847 -0.425 -0.594
C 5.1189 8.1310 -0.7375 0.796 -0.147 0.159 -0.712
C 4.3859 7.3575 -1.7946 -0.510 0.691 -0.215 -0.252
C 3.0541 6.9487 -1.1803 0.296 -0.888 -0.599 -1.295
H 8.9350 8.8014 -2.5111 -0.295 -0.179 0.098 0.344
H 8.7555 10.4864 -2.0150 -0.053 -0.085 0.221 0.305
H 8.2499 10.0021 -3.6094 0.448 0.031 -0.124 0.353
H 6.4164 10.5050 -2.0956 -0.599 -0.235 0.335 0.261
H 6.3003 9.0011 -3.0513 -0.141 0.253 -0.156 0.272
H 6.9500 9.0502 -0.1103 0.250 -0.318 0.202 0.297
H 7.1348 7.6124 -1.1825 0.330 0.078 0.119 0.333
H 5.0435 7.4860 0.1380 0.238 0.427 0.555 0.372
H 4.5190 9.0324 -0.6121 0.002 0.096 0.501 0.268
H 4.2475 8.0736 -2.6045 -0.274 -0.358 -0.478 0.274
H 4.8505 6.4530 -2.1872 0.465 0.137 0.062 0.296
H 2.5924 7.7299 -0.5765 -0.251 0.059 -0.426 0.359
H 2.4572 6.5364 -1.9939 -0.680 0.334 0.263 0.366
H 3.2359 6.1040 -0.5158 0.008 -0.023 0.222 0.318
C 3.7889 2.4095 5.8234 1.305 0.113 0.741 -1.204
C 2.9619 3.5476 6.3771 -0.907 -0.187 0.837 -0.406
C 2.7145 3.6428 7.9215 -0.458 -1.132 -0.856 -0.723
C 1.7314 2.5785 8.4924 1.119 2.039 -0.272 -0.565
C 1.3851 2.8711 9.9494 -0.110 -0.189 -0.825 -0.432
C 0.5210 1.7013 10.3881 -0.451 0.365 1.760 -1.233
H 4.7287 2.3513 6.3725 0.471 0.105 -0.313 0.313
H 3.9637 2.6193 4.7682 0.219 -0.304 0.012 0.344
H 3.3937 1.4007 5.9431 -0.611 0.195 -0.094 0.318
H 3.3449 4.5398 6.1384 0.273 -0.225 -0.621 0.324
H 2.0524 3.3649 5.8048 -0.742 0.860 0.435 0.251
H 2.3037 4.6312 8.1271 -0.036 0.084 0.052 0.377
H 3.6679 3.5765 8.4458 0.185 0.011 0.016 0.349
H 0.7964 2.7550 7.9606 -0.037 -0.733 -0.366 0.283
H 2.1554 1.5837 8.3562 -0.328 -0.117 -0.061 0.309
H 2.2508 3.1590 10.5458 0.265 -0.869 0.265 0.394
H 0.8430 3.8166 9.9661 -0.537 -0.062 -0.078 0.272
H 1.0575 0.7922 10.6598 0.277 -0.046 -0.591 0.313
H -0.0018 1.9234 11.3184 -0.160 0.211 0.165 0.394
H -0.2755 1.4958 9.6729 0.260 -0.119 -0.209 0.323
C 8.8911 0.7057 -4.7978 0.844 -0.054 -0.860 -1.255
C 8.2056 0.8367 -6.1878 -1.053 0.779 0.582 -0.431
C 7.0595 -0.1624 -6.4647 0.773 -0.429 0.232 -0.608
C 6.5984 -0.3603 -7.9121 -0.480 0.081 0.547 -0.592
C 5.4474 -1.4011 -8.0259 -0.257 0.340 -0.643 -0.427
C 4.8260 -1.5247 -9.4333 0.396 -0.102 0.017 -1.174
H 9.6396 -0.0858 -4.8353 -0.286 -0.471 0.230 0.321
H 8.2566 0.5987 -3.9180 -0.346 -0.265 -0.353 0.317
H 9.5187 1.5702 -4.5817 -0.167 0.363 -0.200 0.380
H 7.7476 1.8258 -6.1882 -0.070 0.258 -0.171 0.262
H 8.9150 0.8816 -7.0141 0.288 -0.357 0.149 0.372
H 6.2174 0.0866 -5.8189 -0.089 -0.047 0.046 0.335
H 7.4405 -1.1343 -6.1511 -0.176 -0.291 0.270 0.269
H 6.2796 0.5893 -8.3419 -0.221 0.144 -0.033 0.339
H 7.4837 -0.6386 -8.4838 -0.107 -0.382 -0.266 0.340
H 5.7349 -2.3908 -7.6712 0.413 0.058 0.003 0.326
H 4.5577 -1.1540 -7.4467 0.427 0.409 0.759 0.278
H 4.4750 -2.5461 -9.5799 0.004 0.022 -0.205 0.338
H 3.9611 -0.8710 -9.5461 0.071 0.102 -0.005 0.300
H 5.5365 -1.2675 -10.2189 0.031 -0.158 -0.095 0.310
C -4.8828 -10.6161 0.5822 1.155 -1.336 0.487 -1.452
C -4.8852 -10.1786 -0.8529 -1.346 1.819 0.916 0.651
C -4.2684 -11.1950 -1.7502 1.575 -1.398 -2.185 -0.878
O -2.8786 -11.4402 -1.4511 0.760 -0.383 0.933 -0.297
C -2.3688 -12.7354 -1.8118 -0.838 0.248 0.429 -0.734
N -6.2793 -9.7901 -1.2353 0.350 -0.920 -0.701 -0.745
H -3.8896 -11.0021 0.8118 0.429 0.597 0.357 0.331
H -5.4223 -11.5511 0.7333 -0.862 0.185 -0.073 0.365
H -5.1850 -9.8383 1.2835 -0.016 -0.148 -0.091 0.362
H -4.3350 -9.2378 -0.8714 0.397 -0.096 -0.406 0.243
H -4.1536 -10.9742 -2.8114 -1.063 1.007 -0.182 0.364
H -4.7954 -12.1477 -1.8024 -0.411 -0.223 0.713 0.351
H -3.0224 -13.4822 -1.3611 -0.073 -0.299 -0.118 0.318
H -1.3675 -12.9269 -1.4261 -0.044 0.663 0.320 0.261
H -2.2903 -12.9253 -2.8823 -0.356 0.312 -0.294 0.294
H -6.6238 -8.9771 -0.7450 0.569 0.341 0.087 0.288
H -6.8871 -10.5166 -0.8846 -0.221 -0.357 -0.192 0.278
C -4.5091 4.6536 2.0210 -0.928 -0.963 -0.454 -1.267
C -5.9213 4.7165 1.2521 2.240 -0.361 0.575 0.355
C -6.3380 3.3172 0.6133 0.441 2.144 0.153 -0.561
O -5.4711 3.0264 -0.4704 0.255 0.095 -0.133 -0.285
C -5.9901 2.0271 -1.3248 -0.141 0.125 -0.111 -0.736
N -6.9585 5.2482 2.1405 -0.232 -0.585 -0.395 -0.733
H -3.6507 4.5469 1.3578 -0.267 0.121 -0.374 0.308
H -4.4741 3.7525 2.6334 -0.217 -0.144 0.122 0.308
H -4.2596 5.4581 2.7128 -0.534 0.404 -0.232 0.388
H -5.7822 5.4162 0.4281 0.129 -0.188 -0.398 0.217
H -7.3268 3.5211 0.2024 -0.432 -0.404 0.143 0.289
H -6.3514 2.5290 1.3661 -0.081 -0.116 0.042 0.347
H -6.0914 1.1002 -0.7604 -0.207 -0.245 -0.220 0.277
H -5.3923 1.8706 -2.2227 0.793 0.071 0.481 0.274
H -6.9268 2.3270 -1.7947 -0.593 0.061 0.518 0.305
H -6.6220 6.0488 2.6560 0.307 -0.043 0.108 0.252
H -7.6516 5.6309 1.5134 -0.528 0.016 0.171 0.263
C -9.0681 -4.2161 4.0718 -1.291 1.619 1.163 -1.183
C -8.4063 -3.2522 3.0924 0.377 -1.294 -0.500 0.480
C -6.9669 -2.9409 3.4310 1.219 0.647 1.268 -0.823
O -6.9237 -2.1432 4.6326 -2.423 0.654 -0.105 -0.310
C -5.7338 -1.9592 5.3105 1.693 -1.748 -1.059 -0.721
N -8.4957 -4.0019 1.8212 0.786 0.405 0.300 -0.714
H -8.4824 -4.9721 4.5948 0.300 0.058 -0.589 0.278
H -9.9636 -4.6339 3.6119 0.262 -0.462 -0.209 0.332
H -9.5257 -3.5944 4.8414 0.188 -0.025 0.531 0.334
H -8.9234 -2.2976 2.9952 -0.287 0.062 0.439 0.254
H -6.4287 -2.3688 2.6753 -0.225 0.076 -0.557 0.381
H -6.3835 -3.8502 3.5753 -0.043 -0.374 0.111 0.368
H -5.7137 -1.4301 6.2633 -1.021 0.103 -0.224 0.252
H -4.9687 -1.5198 4.6705 0.124 0.481 -0.182 0.282
H -5.3681 -2.9735 5.4707 0.556 -0.197 0.640 0.318
H -8.0015 -3.5035 1.0949 -0.294 0.065 -0.421 0.222
H -9.4871 -4.0554 1.6360 0.087 -0.074 -0.613 0.251

Let's list strongest force on any atom in order: 0.057; 0.074; 0.079; 0.059 Eh/bohr.
Let's list energy relative to the best compared isomer or geometry (same formula, charge and spin) in order: 1.228; 2.683; 5.726; 2.201 eV.